C2H6P2 | wB97M-V/def2-TZVPD

Each line ends with the Löwdin charge.
Positions of all 10 atoms, in Å:
C: -0.46611 -0.46580 0.06155  -0.189
C: -0.66385 0.27980 1.21436  -0.587
P: 0.03175 -0.45747 -2.61703  0.653
P: -0.50417 2.09390 1.46346  0.739
H: 1.62631 -0.42275 -2.48435  -0.120
H: -0.83712 -1.61236 0.10943  0.043
H: -1.13303 -0.42857 1.92289  0.036
H: -0.04025 -1.75714 -2.47770  -0.307
H: -0.41505 2.22544 0.09876  -0.144
H: 0.89654 2.16703 1.37477  -0.125

For the LUMO energy (spin up / spin down), the calculation gives -0.93 / -0.93 eV. For the energy above the lowest of the compared OMol25 structures with the same formula, charge and spin, the calculation gives 92.30 kcal/mol. The total energy is -762.29452 Ha.

=====

C33H38GeHgN5O8P2S | wB97M-V/def2-TZVPD

Each line ends with the Löwdin charge.
Positions of all 89 atoms, in Å:
Hg: -3.78397 0.29576 -0.27142  0.974
C: -1.87340 4.31299 2.58339  -0.088
N: -2.27538 2.99154 3.00913  -0.182
C: -2.03324 2.84824 4.48919  -0.058
C: -2.61121 1.91565 2.21898  -0.426
N: -3.51663 1.96671 1.27222  0.036
N: -1.92857 0.70427 2.54200  0.144
C: -2.22155 -0.55897 2.15837  -0.591
N: -1.17610 -1.37764 2.35295  0.150
N: -3.31927 -0.92984 1.53809  -0.037
H: -1.16029 4.80361 3.25480  0.076
H: -2.76928 5.00207 2.57779  0.093
H: -1.42256 4.22000 1.56150  0.094
H: -0.99726 2.66251 4.73703  0.066
H: -2.69899 2.13844 5.01227  0.088
H: -2.21906 3.90653 4.87047  0.091
H: -4.06620 2.87026 1.33994  0.084
H: -1.01113 0.75221 2.97785  0.140
H: -0.21986 -1.00923 2.28992  0.058
H: -1.31050 -2.27435 2.00806  0.070
H: -3.36667 -1.94425 1.44156  0.044
O: 0.14698 2.46763 0.27811  -0.162
P: 0.74365 2.84141 -1.14928  0.403
O: 1.44954 4.15570 -1.03533  -0.285
O: 1.68037 1.60756 -1.64994  -0.147
O: -0.51851 2.74077 -2.20834  -0.239
P: -1.41245 1.41127 -2.17616  0.112
O: -1.19609 0.92996 -3.73156  -0.356
O: -2.84319 1.79729 -2.09772  -0.408
O: -0.88467 0.45867 -1.12963  -0.381
H: -0.41058 1.64651 0.19998  0.056
H: 2.49692 1.94699 -2.14906  0.137
O: 1.70051 -0.49428 2.58826  -0.551
S: 3.20302 -0.36973 2.43622  1.034
C: 3.61336 1.46622 2.29901  -0.322
C: 4.67676 2.02833 3.06781  -0.075
C: 4.82034 3.40681 3.06677  -0.088
C: 4.07208 4.20450 2.18115  -0.103
C: 3.13304 3.60790 1.42493  -0.067
C: 2.80600 2.21845 1.54619  -0.077
C: 3.87231 -0.96563 4.01405  -0.356
C: 5.23085 -1.13770 4.28606  -0.142
C: 5.67766 -1.76925 5.39426  -0.085
C: 4.71617 -2.25515 6.36988  -0.055
C: 3.35482 -1.93380 6.18378  -0.080
C: 2.91870 -1.30297 5.01613  -0.063
H: 5.26941 1.38838 3.70218  0.079
H: 5.52554 3.97784 3.70888  0.110
H: 4.26340 5.27762 1.94730  0.122
H: 2.60942 4.27790 0.74487  0.084
H: 1.95520 1.75492 1.02189  0.083
H: 5.99312 -0.88464 3.54109  0.117
H: 6.72843 -2.06302 5.55834  0.110
H: 5.09074 -2.73041 7.25556  0.086
H: 2.56919 -2.28582 6.87757  0.110
H: 1.88228 -1.07323 4.76678  0.100
C: -3.22876 0.16750 -5.73154  -0.177
Ge: -2.17254 -0.56059 -4.16718  0.958
C: -3.57871 -1.42998 -3.04203  -0.312
C: -4.64125 -0.72655 -2.34827  -0.320
C: -5.59808 -1.52079 -1.61312  -0.219
C: -5.52188 -2.93138 -1.56995  -0.170
C: -4.46991 -3.54690 -2.21751  -0.170
C: -3.48013 -2.82999 -2.90326  -0.150
C: -0.72831 -1.82896 -4.69459  -0.175
C: -0.94772 -2.36431 -5.92630  -0.138
C: 0.00451 -3.14214 -6.59304  -0.110
C: 1.24039 -3.45581 -6.06403  -0.035
C: 1.48966 -2.98289 -4.70101  -0.163
C: 2.45770 -3.49418 -3.83045  -0.083
C: 2.71167 -3.00548 -2.57825  -0.123
C: 1.96574 -1.94609 -2.10870  -0.097
C: 0.80346 -1.57923 -2.78517  -0.019
C: 0.53883 -2.10480 -4.06336  -0.157
H: -3.62573 -0.56456 -6.42448  0.001
H: -2.45887 0.71243 -6.29399  0.016
H: -4.08882 0.70856 -5.42729  0.001
H: -4.79020 0.31412 -2.70284  0.063
H: -6.49842 -1.01785 -1.10469  0.098
H: -6.40228 -3.41845 -1.16177  0.082
H: -4.46155 -4.65146 -2.01024  0.089
H: -2.78084 -3.44848 -3.33802  0.057
H: -1.82320 -2.22699 -6.53680  0.087
H: -0.23194 -3.55351 -7.58514  0.101
H: 2.07300 -3.63868 -6.77559  0.111
H: 3.16776 -4.20379 -4.28833  0.108
H: 3.73893 -3.16695 -2.11122  0.120
H: 2.20561 -1.43862 -1.15835  0.104
H: 0.17871 -0.76668 -2.25766  0.093

For the LUMO energy, the calculation gives 1.83 eV. For the energy above the lowest of the compared OMol25 structures with the same formula, charge and spin, the calculation gives 15.24 kcal/mol. The net charge is -1. The total energy is -5467.38816 Ha.

=====

C15H25ClN3O3 | wB97M-V/def2-TZVPD

Each line ends with the Löwdin charge.
Positions of all 47 atoms, in Å:
C: 4.66564 0.62188 0.28345  -0.031
C: 3.40566 1.64031 0.67923  -0.294
O: 3.53424 2.30550 1.82834  -0.034
N: 2.28404 1.74725 -0.32177  -0.176
C: 2.09226 3.14129 -0.86738  -0.088
C: 1.00492 1.08825 0.12153  -0.191
C: 0.28225 1.73866 1.43702  -0.163
C: -0.63596 3.06597 1.15260  -0.216
C: -1.67732 2.94300 -0.10367  -0.152
C: -3.03381 2.05055 0.20853  -0.004
N: -3.50629 1.57945 1.55220  0.013
N: -4.56433 0.84731 1.97424  0.050
C: -5.55404 0.39563 0.97093  0.008
C: -5.33346 0.79707 -0.58969  0.039
C: -4.01647 1.64608 -1.08432  -0.411
Cl: -3.66305 2.13045 -2.84420  0.606
H: 5.58180 0.82471 1.01500  0.100
H: 4.35114 -0.50356 0.22508  0.083
H: 5.04037 1.01408 -0.78009  0.098
H: 2.67849 3.88499 -0.17904  0.107
H: 0.98209 3.44257 -1.08946  0.080
H: 2.64983 3.16568 -1.92228  0.108
H: 0.29605 1.00067 -0.82381  0.128
H: 1.27678 -0.03815 0.40822  0.117
H: -0.46411 0.90437 1.85267  0.113
H: 0.99488 1.99624 2.32928  0.121
H: -1.21459 3.31596 2.16641  0.117
H: 0.05691 4.01857 0.96340  0.130
H: -1.14354 2.61224 -1.11671  0.116
H: -2.07225 4.04801 -0.32267  0.150
H: -2.86290 1.89272 2.34531  0.171
H: -6.49873 -0.21974 1.32856  0.145
H: -6.15417 0.45872 -1.37207  0.126
O: 0.51392 -1.46056 -0.82818  0.034
C: 0.75848 -2.65247 -0.64784  -0.480
O: 1.04403 -3.46425 -1.68900  0.003
C: 1.52131 -4.81558 -1.56290  -0.222
C: 0.36260 -5.77870 -1.38915  -0.065
C: 0.65288 -3.24510 0.73168  0.014
H: 2.26451 -4.89937 -0.76460  0.117
H: 2.04233 -5.04630 -2.49689  0.128
H: -0.19918 -5.57443 -0.47528  0.066
H: 0.72413 -6.81083 -1.34958  0.088
H: -0.34212 -5.68403 -2.22199  0.087
H: -0.39529 -3.48112 0.93708  0.101
H: 1.00859 -2.50888 1.45678  0.090
H: 1.26153 -4.13516 0.87501  0.074

For the LUMO energy, the calculation gives -5.21 eV. The net charge is +1. The total energy is -1436.11893 Ha.

=====

C24H18FN5O7STi | wB97M-V/def2-TZVPD

Each line ends with the Mulliken spin population.
Positions of all 57 atoms, in Å:
Ti: 0.15615 -0.50746 0.90874  0.805
O: 1.76887 5.34108 2.10735  0.009
C: 1.35014 4.04373 1.84320  0.154
C: 0.25264 3.49103 2.44825  -0.041
C: -0.10825 2.16996 2.12703  0.360
N: 0.54987 1.51963 1.09806  0.238
C: 1.75820 1.98507 0.71713  0.014
C: 2.19389 3.24048 1.01852  0.055
C: 2.62667 0.86516 0.15710  -0.015
O: 3.70940 1.09294 -0.36253  0.011
O: 2.11098 -0.29838 0.40234  -0.004
C: -0.85796 1.24953 2.97470  0.077
O: -1.60762 1.60506 3.89356  0.108
O: -0.60784 -0.02004 2.67159  -0.005
H: 1.14124 5.71083 2.73641  0.001
H: -0.29502 4.01007 3.23015  0.001
H: 3.17555 3.57395 0.71425  0.015
N: -1.40818 2.55345 -6.70472  0.000
C: -1.03612 1.59507 -5.73523  0.000
C: 0.06901 1.81647 -4.91702  -0.001
C: 0.44980 0.86489 -3.98578  0.000
C: -0.27338 -0.31331 -3.86820  0.000
C: -1.36780 -0.54843 -4.68260  0.001
C: -1.74389 0.40155 -5.61940  0.000
S: 0.22219 -1.48362 -2.62076  0.001
O: -0.41538 -2.74041 -2.93462  0.000
O: 1.65611 -1.44017 -2.59039  0.001
N: -0.33215 -0.83776 -1.25507  0.009
C: -1.66584 -0.89614 -0.98598  0.061
N: -2.65821 -1.13167 -1.82214  -0.025
C: -3.88785 -1.10264 -1.29096  0.108
C: -4.12628 -0.84602 0.04106  -0.053
C: -3.02860 -0.61082 0.86121  0.137
N: -1.80163 -0.62457 0.35272  -0.046
H: -1.13546 3.48899 -6.44155  0.000
H: -2.39595 2.52757 -6.90984  0.000
H: 0.62769 2.74169 -5.00714  0.000
H: 1.30472 1.02515 -3.34015  0.001
H: -1.92144 -1.46800 -4.55493  0.000
H: -2.60271 0.22425 -6.25886  0.000
H: -4.69906 -1.29711 -1.98468  0.018
H: -5.13257 -0.83499 0.43609  -0.003
H: -3.09619 -0.40172 1.92165  0.015
F: 3.18644 -3.04593 6.49094  0.000
C: 2.53241 -2.93111 5.28674  -0.005
C: 1.15584 -2.98489 5.26113  0.005
C: 0.50366 -2.87694 4.04120  -0.010
C: 1.19899 -2.71899 2.83278  -0.037
C: 0.50107 -2.57606 1.55231  0.020
C: 2.59974 -2.64852 2.92156  -0.007
C: 3.26705 -2.75625 4.13331  0.002
H: 0.60629 -3.09631 6.18806  0.000
H: -0.57952 -2.88869 4.01581  0.001
H: -0.48209 -3.05976 1.57078  0.018
H: 1.08281 -2.97776 0.71636  0.005
H: 3.16243 -2.47915 2.01082  -0.001
H: 4.34718 -2.69396 4.18965  0.000

For the LUMO energy (spin up / spin down), the calculation gives 4.28 / 4.28 eV. The multiplicity is 3. The net charge is -2. The total energy is -3073.55235 Ha.